Record 1
The following is a DFT calculation (the ωB97M-V functional and the def2-TZVPD basis) of 14 unconnected molecules or ions with the total composition C33H78F16N14O35S16 at a distorted geometry.

Calculated values
HOMO = -5.41 eV
energy = -344828.120 eV
frontier orbital gap = 6.3369 eV
net charge = -2

XYZ file:
```
192
Properties=species:S:1:pos:R:3:forces:R:3:mulliken_charge:R:1
O 3.030 11.562 -5.112 -0.50 0.75 -1.14 -0.57
H 3.443 16.518 -20.290 -0.32 0.40 0.09 0.30
C -0.063 23.831 -8.795 -0.14 0.58 0.86 -0.93
F 3.181 15.686 -4.566 0.22 -0.46 -0.14 -0.35
H -1.858 16.776 -8.822 -0.31 -0.29 -0.13 0.39
F 0.460 7.032 -9.700 -0.84 0.92 0.57 -0.30
H 2.676 24.663 -12.520 -0.51 -0.45 0.01 0.33
C -1.755 16.407 -9.843 1.31 1.46 -1.55 -1.04
S -0.225 10.667 -9.705 0.05 8.62 -1.05 1.04
H -14.109 12.311 -14.165 -0.39 0.42 -0.90 0.34
O 3.569 12.565 -7.405 -0.18 -1.13 1.34 -0.55
O -1.516 24.781 -15.021 -0.26 -0.11 1.66 -0.53
H 1.445 20.775 -18.246 -0.18 -0.12 0.48 0.37
F 1.077 20.680 -5.181 -0.21 0.13 -0.42 -0.32
H -1.124 10.610 -1.937 0.09 -0.27 -0.06 0.48
H -3.177 18.860 -12.265 -0.53 -0.27 -0.15 0.30
C -3.474 18.688 -11.230 1.50 1.03 1.57 0.27
F 0.420 13.616 -16.859 -0.51 1.38 -0.01 -0.33
O -0.118 11.185 -8.333 0.02 -1.91 -1.29 -0.44
H 2.142 18.605 -17.384 0.89 0.28 0.27 0.33
N -2.232 25.789 -12.605 2.62 -6.32 -0.39 -0.11
O 4.930 19.464 -13.092 1.04 0.65 -2.21 -0.52
C -3.077 12.551 -3.182 -1.19 -0.98 0.95 -0.10
O 0.676 11.272 -10.665 0.91 -1.83 0.78 -0.61
C 6.620 17.320 -6.390 -1.65 4.08 -1.32 0.68
H -11.064 14.805 -14.326 0.53 -0.27 0.75 0.46
C -4.357 19.785 -10.655 -0.77 0.67 0.66 -1.48
H 7.349 15.534 -3.515 0.58 -0.29 -0.48 0.37
S 3.792 12.420 -5.984 1.64 -6.73 -2.66 1.06
C 2.810 16.806 -19.450 -0.91 1.91 1.26 -0.88
O -3.553 15.370 -16.935 2.38 -0.33 -2.19 -0.49
H -7.272 14.353 -11.300 0.19 -0.01 -0.07 0.39
H 3.363 16.940 -18.520 0.70 -0.56 -0.02 0.28
N 7.132 16.181 -5.578 1.12 -0.39 2.98 -0.09
N -7.202 17.046 -5.272 1.15 -0.23 7.52 -0.20
S -2.921 26.918 -13.207 -5.93 8.51 -4.98 0.94
H 0.007 19.970 -17.371 0.59 0.12 0.28 0.37
H -13.242 11.590 -15.647 -0.67 -0.21 0.45 0.31
O 0.036 19.851 -3.253 -1.56 1.42 -2.22 -0.59
H 0.747 23.519 -8.135 -0.10 -0.65 -0.38 0.40
H -10.144 12.077 -11.693 0.37 -0.15 0.08 0.36
C 2.139 18.216 -19.532 1.01 -0.16 -3.27 0.61
H 1.197 16.006 -10.244 0.03 0.14 -0.07 0.37
H -5.393 19.823 -10.992 0.10 -0.40 -0.20 0.37
S -6.316 18.127 -4.379 1.07 3.37 6.10 1.17
S -13.318 19.025 -13.161 -9.04 1.80 -2.58 1.06
H 0.225 15.456 -12.512 0.36 -0.05 0.44 0.42
H -2.012 13.042 -5.113 0.24 -0.46 0.42 0.44
O -7.497 18.954 -6.884 1.46 -3.50 0.84 -0.58
H -2.098 11.057 -4.014 0.12 -1.24 -0.13 0.46
H 0.233 17.949 -9.186 0.38 0.51 -0.05 0.53
H 0.899 17.852 -17.983 -0.93 -0.51 0.23 0.30
F -6.779 17.604 -2.829 0.34 -0.36 -1.90 -0.39
C 0.332 16.503 -12.229 -0.07 -0.20 -0.35 -0.31
C -2.135 18.804 -10.425 0.22 -0.06 -0.92 -1.27
H -8.025 13.082 -10.449 -0.41 -0.34 -0.26 0.36
S -1.109 14.212 -16.997 1.63 -9.47 2.66 0.97
N -1.213 17.613 -10.678 0.36 0.48 0.08 0.19
H 1.975 17.284 -11.250 0.42 -0.32 0.69 0.45
O 2.094 15.002 -6.554 1.77 -2.31 1.74 -0.48
H -4.016 20.816 -10.748 0.55 -0.05 -0.72 0.28
H -2.385 12.691 -2.352 0.40 0.04 -0.21 0.29
F -1.459 11.565 -10.248 -1.63 -0.90 0.49 -0.33
F 3.020 19.780 -14.310 -1.14 -0.58 -0.33 -0.27
O 2.066 18.930 -20.514 -0.16 -1.40 3.30 -0.44
O -5.687 17.304 -7.264 0.27 0.21 0.87 -0.50
N -0.772 9.257 -9.960 2.33 -2.93 2.49 -0.37
H -8.660 14.334 -13.256 0.01 -0.46 -0.19 0.37
H -11.426 11.088 -14.314 0.27 0.28 -0.06 0.38
H -3.810 10.742 -4.301 -0.17 0.18 0.15 0.38
O -3.176 21.311 -5.190 3.09 -0.07 2.81 -0.51
H 6.526 15.375 -5.623 -1.70 -0.26 -0.06 0.24
H -2.665 16.153 -10.386 0.04 -0.38 0.70 0.36
C 2.444 25.006 -11.512 -0.05 0.07 -0.26 -1.05
O -4.330 27.105 -12.841 2.61 -0.16 0.04 -0.61
H -4.669 11.020 -1.479 -0.10 -0.09 0.03 0.36
F -1.873 23.509 -12.954 0.13 0.08 -0.62 -0.22
H -9.384 11.842 -13.282 -0.78 -0.09 -0.46 0.33
H -0.144 24.978 -10.551 -0.82 0.03 -0.70 0.30
O -3.832 24.282 -14.206 4.05 1.63 1.19 -0.56
H -2.411 6.975 -1.500 -0.35 0.20 -0.28 0.35
F -7.888 16.540 -7.353 -0.21 0.40 0.03 -0.34
H -10.468 13.333 -15.168 1.01 -0.28 1.23 0.39
H -5.132 9.610 -2.464 -0.22 -0.01 0.35 0.35
O 6.361 17.249 -13.960 -0.67 2.18 -1.46 -0.56
O -10.909 20.606 -11.886 -1.93 -3.23 -0.24 -0.56
H -3.554 13.784 -4.967 -0.48 -0.55 0.14 0.37
H 0.909 25.466 -9.474 0.42 0.46 0.08 0.44
H -2.420 11.071 -0.867 0.60 -0.17 0.77 0.49
H -13.079 14.393 -14.940 -0.34 0.03 -1.02 0.30
C -1.737 8.910 -0.685 -1.31 0.10 -1.07 -0.69
C 6.082 16.959 -7.751 0.76 -0.87 0.22 -1.05
F 6.135 16.703 -16.169 -0.49 1.26 -0.48 -0.32
O -2.348 21.366 -2.747 0.07 -0.23 -1.56 -0.59
F 5.210 11.697 -5.782 0.72 -0.04 -0.79 -0.34
O -13.571 20.473 -13.150 0.71 -2.36 1.04 -0.60
S -2.195 21.742 -4.138 -9.91 3.77 -0.26 1.13
H -0.709 8.853 -0.327 -0.30 -0.08 0.14 0.35
C -13.210 12.245 -14.776 1.86 -0.31 1.61 -0.61
H 1.976 25.985 -11.614 -0.23 -0.10 0.16 0.36
H -0.750 23.062 -9.149 0.43 0.05 0.04 0.29
H -0.583 24.576 -8.192 -0.49 -0.22 -0.13 0.38
O -4.849 17.947 -4.318 -3.45 -0.22 -0.87 -0.49
O -6.849 19.515 -4.255 1.30 -3.78 -1.09 -0.56
S -0.394 20.433 -4.540 5.10 -4.02 -0.41 1.00
O 6.951 18.985 -15.706 -0.79 -0.81 0.77 -0.58
H -4.397 19.719 -9.568 -0.24 -0.56 0.12 0.40
H -13.336 13.852 -12.354 0.47 0.01 -1.03 0.34
H 0.815 17.030 -13.052 0.49 -0.49 0.02 0.21
O -2.659 27.179 -14.661 -0.33 -0.80 3.17 -0.60
C -3.084 11.052 -3.549 1.14 0.69 -0.43 -0.87
H -1.014 7.724 -2.225 -0.09 -0.47 -0.28 0.32
H 6.880 16.474 -8.314 0.22 0.00 -0.20 0.38
C -12.305 13.569 -12.142 2.07 -1.15 1.52 -0.91
N -0.762 22.053 -4.560 1.82 -2.97 -0.74 -0.29
O 1.682 13.868 -4.410 0.90 -1.01 -0.40 -0.52
F -2.097 28.070 -12.510 0.03 0.66 0.64 -0.28
C 1.667 23.990 -10.683 2.54 -2.56 -0.76 0.62
S -11.365 19.197 -11.776 2.97 2.30 2.73 1.02
S 4.604 19.706 -14.493 -4.61 4.49 1.81 0.96
S -2.425 24.709 -13.905 -2.45 -3.55 -0.42 0.98
C -2.743 8.632 -2.958 -1.25 0.40 -1.09 -0.79
O -11.988 18.764 -10.498 0.64 0.67 -3.56 -0.55
H -3.630 8.096 -3.296 -0.25 0.23 0.19 0.37
N -3.107 10.015 -2.442 0.96 -0.93 0.94 0.30
O -1.018 19.512 -5.517 0.95 2.47 2.03 -0.44
O -14.273 18.131 -12.479 1.36 1.58 -0.74 -0.63
H -0.964 15.663 -9.939 -0.48 -0.33 0.22 0.53
H 8.080 17.149 -3.716 -0.37 0.19 -0.78 0.31
H -9.591 14.462 -11.797 0.03 0.33 -0.03 0.24
H -11.743 14.345 -11.622 -0.27 0.40 -0.49 0.30
C -4.426 9.985 -1.723 0.00 0.69 -0.88 -0.89
C -11.170 13.726 -14.432 -1.82 -0.16 -1.19 -0.92
F -2.725 23.319 -4.142 0.93 -0.34 0.53 -0.38
N -11.946 18.492 -13.267 5.91 0.20 3.84 -0.16
H -12.266 13.346 -16.261 -0.15 1.08 -0.02 0.39
C -9.914 12.551 -12.647 -0.62 0.63 1.13 -0.65
O 0.112 8.203 -7.593 0.16 0.62 -1.90 -0.55
H -1.891 16.672 -12.517 0.20 -0.51 0.30 0.50
O -2.778 15.945 -19.298 0.83 -1.64 1.50 -0.61
H 3.451 25.161 -11.124 -0.09 -0.14 0.60 0.34
H 0.426 18.947 -10.737 0.12 -0.02 0.33 0.44
C 7.284 16.483 -4.048 -1.77 -1.02 -0.33 -0.81
S 2.649 14.334 -5.355 -1.29 7.24 0.18 0.91
N 4.571 18.368 -15.420 -1.72 2.20 0.56 -0.10
S -6.916 17.607 -6.576 -1.88 3.87 -11.58 0.90
H -2.481 8.720 0.089 0.37 0.25 0.33 0.28
S 0.473 8.506 -8.969 0.54 -2.83 -0.97 1.10
H -0.940 18.040 -12.827 -0.25 0.61 0.66 0.29
H -7.082 12.744 -11.953 -0.07 -0.17 0.14 0.38
C -0.992 17.177 -12.164 -2.12 1.17 0.55 -0.91
H 2.053 16.064 -19.196 -0.15 -0.12 -0.28 0.32
O -1.612 13.176 -17.940 0.34 2.97 0.88 -0.62
H -12.521 11.063 -12.994 -0.18 0.27 0.15 0.51
H 5.728 17.814 -8.328 0.02 -0.02 0.50 0.33
H 7.957 15.658 -5.837 1.08 0.78 -1.04 0.42
N 4.248 13.732 -5.411 -2.63 4.07 1.94 -0.16
H -1.597 19.725 -10.648 0.18 -0.06 -1.17 0.35
H -4.038 12.798 -2.731 -0.21 0.49 -0.30 0.29
S 6.020 18.003 -15.174 6.73 -6.12 0.18 0.99
H 5.331 16.173 -7.676 -0.37 0.08 0.16 0.28
N -0.832 15.623 -17.496 -2.85 1.65 -1.39 -0.11
H -2.187 19.028 -9.360 -0.69 -1.19 0.38 0.68
H 6.249 16.728 -3.808 0.34 1.02 0.36 0.38
H -2.184 8.805 -3.877 0.42 -0.10 0.29 0.48
O 4.714 21.045 -15.131 1.38 -3.26 0.98 -0.60
O -1.641 14.069 -15.660 0.98 0.75 -0.96 -0.55
H -3.895 17.701 -11.039 -0.19 0.12 -0.35 0.22
C -2.718 13.416 -4.372 -0.25 1.39 -0.48 -1.55
S -2.510 15.812 -17.874 -3.46 3.83 -1.21 0.97
H -2.332 14.372 -4.017 0.35 -0.13 0.17 0.38
C -12.481 13.521 -15.207 -1.17 0.87 0.11 -0.55
C 0.242 17.977 -10.276 -1.87 -1.26 0.05 -0.60
N 0.544 24.627 -9.900 0.23 -0.73 0.21 -0.07
O 1.972 22.812 -10.563 -1.71 3.59 0.09 -0.42
H -4.433 9.401 -0.802 0.32 -0.18 -0.33 0.34
O 6.553 18.463 -5.956 1.00 -3.71 -0.05 -0.44
C 0.710 19.971 -18.204 0.33 -0.68 -0.27 -0.83
N 1.513 18.630 -18.174 -1.35 1.18 -1.44 -0.05
C -12.160 11.706 -13.797 1.18 -1.03 0.84 -0.66
C -2.021 7.927 -1.861 2.36 -0.61 0.86 -0.47
F -2.595 17.349 -17.531 0.98 1.26 0.61 -0.27
C 1.033 16.858 -10.904 1.17 0.08 -0.86 -0.93
H -12.334 12.773 -11.398 -0.44 0.01 0.24 0.45
H 0.082 20.070 -19.090 0.38 -0.64 -0.21 0.35
C -7.793 13.409 -11.463 0.24 0.67 -0.62 -1.44
F -13.651 18.754 -14.737 -0.21 -0.44 0.10 -0.34
N -11.376 12.901 -13.162 0.44 0.36 -2.94 0.32
C -8.982 13.771 -12.380 -1.28 -0.30 1.12 -0.19
O 1.822 8.891 -9.334 -1.69 0.22 1.01 -0.54
F -9.935 18.508 -11.680 -0.47 -0.88 -0.72 -0.23
C -1.986 10.222 -1.394 -1.01 1.85 -0.50 -0.74
```
Forces are in eV/Å.

---

Record 2
The following is a DFT calculation (the ωB97M-V functional and the def2-TZVPD basis) of C28H42B2Br2IN2O4PS3 in the gas phase at a distorted geometry.

Calculated values
HOMO = -8.55 eV
energy = -232221.907 eV
frontier orbital gap = 7.9885 eV
SMILES = CCB(O)[C@@](CCCSC(=S)N(c1ccccc1)c1ccccc1)([C@@H](OC[PH2]=S)[C@@H](Br)[C@H](C)Br)N(C[C@@H](C)I)B(O)OC

XYZ file:
```
85
Properties=species:S:1:pos:R:3:forces:R:3:mulliken_charge:R:1
H -5.603 2.119 1.465 0.16 -0.18 0.12 0.41
C -4.206 2.058 -0.175 0.29 0.06 0.05 0.05
C -4.544 1.866 1.325 -0.40 0.39 -0.25 -1.25
H -3.610 -0.207 -2.326 0.24 0.11 0.15 0.46
C -4.969 -2.418 -2.393 0.18 -0.03 0.14 -1.24
H -4.722 2.980 -0.485 0.22 -0.12 -0.04 0.46
C -0.273 1.556 -0.332 -0.65 -0.44 0.76 -1.05
H 5.312 -1.996 -0.791 0.19 0.12 -0.01 0.42
C 6.544 0.071 2.204 0.45 0.45 0.51 -0.25
H -1.706 -0.052 -5.309 -0.06 0.17 -0.16 0.17
H 0.858 -1.354 5.793 0.13 -0.09 -0.02 0.40
H 2.258 0.072 -2.501 -0.27 0.04 0.03 0.29
H 8.426 0.154 1.202 -0.14 -0.04 0.10 0.38
H -2.986 0.695 -6.365 0.30 -0.29 0.02 0.53
H 3.213 -4.417 4.033 0.18 0.19 -0.11 0.35
H -3.977 2.593 1.919 -0.03 -0.21 0.00 0.32
C 4.839 -1.082 1.057 -1.54 -0.53 -0.05 0.15
H -1.733 3.882 -1.084 0.46 0.10 0.45 0.32
C -2.580 0.606 -5.356 0.10 0.24 0.46 -0.94
H 0.032 -1.374 2.936 0.01 0.62 -0.45 0.06
H -0.856 2.682 1.513 -0.55 -0.40 -0.26 0.51
H -6.019 -2.531 -2.121 0.15 0.07 -0.07 0.42
N -1.484 1.246 -2.540 -0.04 -0.19 -0.43 1.01
H -1.401 2.502 -5.204 0.01 -0.26 0.06 0.70
H 1.523 2.828 1.014 0.31 -0.26 0.13 0.47
S 3.820 2.611 3.134 0.07 -0.04 -0.07 -0.16
H -0.673 0.890 1.772 -0.53 0.24 -0.22 0.08
C -0.355 1.764 1.201 2.11 -0.02 0.31 -0.42
H -2.359 -2.534 0.717 0.23 0.21 -0.14 0.20
O 0.599 2.370 -3.230 -0.40 -0.33 0.47 -0.76
N 4.386 0.020 3.286 -1.37 -0.95 -1.62 0.21
C -4.109 -1.940 -1.165 -0.65 -0.49 -1.85 -0.19
C -3.073 -0.920 -1.702 -0.04 -0.60 0.74 -0.61
C -2.045 -1.638 1.263 -0.28 0.48 0.54 -0.52
H 4.711 -2.715 3.041 -0.13 -0.09 0.14 0.46
S 0.063 -3.857 1.697 -0.06 0.18 0.10 -0.43
H 0.522 -1.375 0.634 -0.20 0.64 0.41 -0.14
H 1.304 2.385 -2.571 0.23 0.15 -0.43 0.34
C 3.614 -1.066 3.844 -0.12 0.10 0.25 0.50
H 6.929 0.668 3.025 -0.36 -0.13 0.09 0.46
H -3.343 0.145 -4.716 0.01 0.05 -0.22 0.24
C -2.283 2.001 -4.799 -0.89 -0.02 0.22 -0.49
C -2.403 2.119 -3.249 0.39 0.54 -1.42 -1.17
H 0.138 2.501 -0.701 -0.03 -0.29 -0.26 0.67
C 3.036 -3.359 4.208 0.06 -1.25 -0.08 -0.70
H -3.656 -2.863 -0.802 0.10 0.48 0.57 0.50
C 7.404 -0.215 1.173 1.01 0.24 -0.38 -0.56
C 1.419 -0.589 -2.765 0.42 -0.68 -0.40 -0.56
O -2.413 -0.409 0.667 -0.09 0.15 -0.19 -0.23
S 2.132 0.581 1.768 0.39 -0.10 0.13 0.64
O -2.245 3.608 -0.311 -0.36 -0.30 -0.76 -0.77
H -4.866 -1.716 -3.227 -0.26 -0.02 0.17 0.27
C 3.867 -2.413 3.654 0.87 0.26 -0.55 -0.49
O 0.469 0.031 -3.625 -0.38 0.08 1.00 -0.75
H 3.809 -1.428 0.977 0.17 0.00 0.14 0.49
H -4.611 -3.383 -2.764 0.01 0.15 0.12 0.37
C 2.535 -0.736 4.644 -0.37 1.04 0.40 -0.04
C 1.707 -1.682 5.198 -0.39 -0.18 0.14 -0.74
H -3.463 1.880 -3.089 0.28 0.04 0.66 0.49
C 6.997 -0.945 0.082 0.07 -0.44 -0.75 -0.40
C -2.057 -0.283 -0.698 1.29 0.15 -0.55 -0.78
Br -2.009 -2.024 -2.973 -0.11 0.16 0.20 -0.04
H 7.657 -1.181 -0.748 0.12 0.13 0.23 0.39
H 1.843 -1.442 -3.305 -0.07 0.18 0.04 0.29
Br -5.403 -1.261 0.128 0.32 -0.05 0.20 -0.08
H -1.129 -0.865 -0.835 -0.21 0.04 -0.02 0.61
C 5.696 -1.397 0.029 -0.16 -0.09 -0.13 -1.10
C 3.514 1.063 2.774 0.02 0.88 0.44 -0.37
H 1.085 2.511 2.677 0.11 -0.22 -0.10 0.71
H 1.271 -3.775 5.372 0.16 -0.02 -0.11 0.39
C 1.942 -3.028 4.963 -0.54 0.34 0.49 -0.46
H -4.588 1.273 -0.837 -0.15 -0.11 0.47 0.14
H -2.217 3.197 -3.082 -0.29 -0.22 0.41 0.12
P -0.257 -1.922 1.670 -0.09 -2.03 -0.28 0.63
H -4.381 0.858 1.703 0.19 0.14 -0.12 0.16
H 2.295 0.308 4.838 0.21 -0.11 -0.06 0.46
H 0.953 -1.005 -1.861 0.01 0.23 -0.10 0.06
C -1.603 1.213 -1.072 -1.04 -0.73 0.92 -0.30
B -2.682 2.300 -0.492 -0.24 0.42 -0.26 0.20
H -2.574 -1.677 2.226 0.14 -0.03 -0.14 0.52
C 5.237 -0.364 2.161 0.93 0.46 0.70 -0.20
I -3.932 3.270 -5.509 0.35 0.05 0.04 0.02
C 1.115 2.059 1.680 -0.79 0.74 0.11 -1.71
H 0.462 0.739 -0.433 -0.02 0.25 -0.51 0.34
B -0.136 1.166 -3.124 0.66 0.80 -0.23 1.08
```
Forces are in eV/Å.

---

- What is the formula in the second record?
  C28H42B2Br2IN2O4PS3